## i
This record from OMol25 describes 2 unconnected molecules or ions with the total composition C3H7NO3. The level of theory is wB97M-V/def2-TZVPD.

Positions of all 14 atoms, in Å:
C: 1.098 1.675 -0.065
C: -2.060 -1.156 -0.162
C: 1.417 0.174 0.219
O: -0.242 1.644 0.071
O: -0.890 -0.452 -0.327
O: 1.469 -0.104 1.515
N: 1.330 -0.745 -0.660
H: 0.944 -0.905 1.678
H: 1.107 -0.396 -1.584
H: 1.610 2.254 0.719
H: 1.464 1.953 -1.065
H: -2.038 -1.848 0.693
H: -2.850 -0.411 0.050
H: -2.359 -1.683 -1.080

Calculated values
Total charge = 0
LUMO level (alpha / beta) = -2.67 / -2.73 eV
Gap between HOMO and LUMO (alpha / beta) = 7.0 / 6.9 eV

## ii
This record from OMol25 describes a molecular structure, C3H7NO3. The level of theory is wB97M-V/def2-TZVPD.

Positions of all 14 atoms, in Å:
C: -2.122 1.142 0.178
C: -0.915 1.073 -0.287
C: 1.453 -0.931 0.677
N: -0.318 -0.674 -0.809
O: 0.172 1.813 -0.628
O: 2.221 -0.737 -0.394
O: 0.176 -1.419 0.316
H: -2.671 2.181 0.371
H: -2.942 0.363 0.166
H: 1.813 -1.761 1.339
H: 1.384 0.071 1.184
H: -1.291 -0.980 -0.908
H: 0.821 1.340 -0.184
H: 2.219 -1.481 -1.021

Calculated values
Total charge = 0
LUMO level = 0.81 eV
Gap between HOMO and LUMO = 9.7 eV

Name the most stable of them. ii.

## i
This record from OMol25 describes a single C3H6N4O molecule. The level of theory is wB97M-V/def2-TZVPD.

Positions of all 14 atoms, in Å:
C: -1.350 1.136 0.404
C: -0.089 0.513 -0.187
C: 2.056 -0.644 -0.868
H: -2.965 -0.013 0.456
H: -0.835 1.785 1.160
H: -1.962 1.890 -0.276
H: 2.935 -1.347 -1.198
H: 1.725 -1.699 0.546
H: -0.746 -1.105 0.924
N: 0.543 1.010 -1.155
N: 1.771 0.349 -1.474
N: 1.080 -1.374 -0.053
N: 0.051 -0.672 0.500
O: -2.213 0.170 1.221

Calculated values
Total charge = 0
Structure (SMILES) = OCC1=NN=CNN1
LUMO level = 0.52 eV
Gap between HOMO and LUMO = 8.5 eV

## ii
This record from OMol25 describes a single C3H6N4O molecule. The level of theory is wB97M-V/def2-TZVPD.

Positions of all 14 atoms, in Å:
C: -0.900 -0.349 0.210
C: 0.172 -1.321 0.398
C: 0.765 1.304 0.141
H: -2.261 1.204 -0.256
H: -0.188 -2.267 0.065
H: 0.528 -1.291 1.497
H: 0.646 -0.596 -1.472
H: 2.845 0.574 -0.204
H: 0.964 2.355 0.321
N: -2.107 -0.640 -0.027
N: 1.221 -0.838 -0.494
N: 1.730 0.387 -0.139
N: -0.523 1.022 0.244
O: -2.892 0.456 -0.284

Calculated values
Total charge = 0
Structure (SMILES) = O/N=C1/CNNC=N1
LUMO level = 0.55 eV
Gap between HOMO and LUMO = 9.2 eV

## iii
This record from OMol25 describes a single C3H6N4O molecule. The level of theory is wB97M-V/def2-TZVPD.

Positions of all 14 atoms, in Å:
C: 0.715 0.345 -0.207
C: -0.040 -0.885 0.044
C: -1.242 -0.326 0.109
H: 2.479 -0.907 1.291
H: 3.511 -1.085 -0.101
H: 0.485 -1.915 0.233
H: -3.004 -0.277 -0.630
H: -2.456 -1.843 -0.600
H: -1.829 1.216 0.996
N: 2.453 -0.902 0.160
N: 1.991 0.558 -0.429
N: -2.528 -0.928 -0.086
N: -1.294 0.966 0.117
O: -0.018 1.518 0.101

Calculated values
Total charge = 0
Structure (SMILES) = N/N=c1\cc(N)[nH]o1
LUMO level = 0.70 eV
Gap between HOMO and LUMO = 8.7 eV

## iv
This record from OMol25 describes a molecular structure, C3H6N4O. The level of theory is wB97M-V/def2-TZVPD.

Positions of all 14 atoms, in Å:
C: 0.623 -0.084 0.895
C: 0.961 0.235 -0.451
C: -1.134 0.001 -0.588
H: 2.402 -0.417 2.571
H: 1.513 1.593 2.317
H: 1.954 0.353 -0.804
H: -0.834 -0.661 -2.700
H: -2.385 -1.534 -0.533
H: -1.420 0.512 1.508
N: 1.320 0.158 2.073
N: -0.047 0.435 -1.269
N: -2.147 -0.665 -1.281
N: -0.760 0.016 0.787
O: -0.046 0.058 -2.525

Calculated values
Total charge = 0
LUMO level = -0.26 eV
Gap between HOMO and LUMO = 7.5 eV

Name the most stable of them. ii.

## i
This record from OMol25 describes a molecular structure, C3H6N4O. The level of theory is wB97M-V/def2-TZVPD.

Positions of all 14 atoms, in Å:
C: 0.235 0.276 -1.164
C: -1.017 -0.160 -1.194
C: 0.582 0.039 0.190
H: 0.758 1.443 -3.081
H: 1.550 1.478 -1.526
H: -1.752 0.140 -1.964
H: -2.447 -0.781 0.729
H: 0.299 -1.507 2.094
H: 2.254 0.476 -0.214
N: 1.216 0.682 -2.121
N: -1.564 -0.128 0.216
N: -0.558 0.051 1.042
N: 1.698 -0.072 0.782
O: -0.626 -0.739 2.192

Calculated values
Total charge = 0
LUMO level = 0.32 eV
Gap between HOMO and LUMO = 7.9 eV

## ii
This record from OMol25 describes a single C3H6N4O molecule. The level of theory is wB97M-V/def2-TZVPD.

Positions of all 14 atoms, in Å:
C: -0.197 0.274 1.864
C: -1.637 0.080 -1.183
C: 0.891 -0.192 -0.296
H: 0.427 -0.438 2.364
H: -0.937 0.563 2.555
H: 0.208 1.263 1.855
H: -2.536 0.392 -1.709
H: 1.065 -0.599 -2.245
H: 2.873 -0.154 -0.612
N: -0.454 -0.414 0.568
N: -1.548 0.483 0.044
N: 0.474 -0.201 -1.650
N: 2.084 -0.280 0.179
O: -0.714 -0.776 -1.735

Calculated values
Total charge = 0
Structure (SMILES) = [H]/N=C1\NOC=NN1C
LUMO level = 0.74 eV
Gap between HOMO and LUMO = 10.2 eV

Name the most stable of them. ii.